{"formula": "C4H25N2O6", "method": "ωB97M-V/def2-TZVPD", "elements": ["C", "C", "C", "C", "N", "N", "H", "H", "H", "H", "H", "H", "H", "H", "H", "H", "H", "H", "H", "H", "H", "O", "H", "H", "O", "H", "H", "O", "H", "H", "O", "H", "H", "O", "H", "H", "O"], "coordinates": [[0.33, -2.61, -2.09], [1.22, -2.40, -0.77], [1.41, -0.86, -0.60], [1.87, -0.35, 0.75], [0.76, 0.24, 1.55], [0.53, -2.96, 0.38], [-0.41, -3.49, -2.06], [-0.36, -1.74, -2.19], [0.92, -2.70, -2.98], [2.25, -2.81, -0.91], [2.19, -0.57, -1.33], [0.54, -0.28, -1.12], [2.79, 0.21, 0.85], [2.11, -1.32, 1.28], [1.02, 0.11, 2.53], [0.70, 1.25, 1.47], [-0.16, -0.15, 1.28], [-0.38, -2.51, 0.37], [0.42, -3.94, 0.25], [0.34, 2.09, -2.93], [1.96, 1.74, -2.93], [1.06, 1.46, -2.95], [-2.95, -1.17, 1.45], [-3.35, -0.74, 2.88], [-2.80, -0.50, 2.13], [0.13, 2.81, -0.47], [1.69, 3.12, -0.61], [0.99, 2.74, -0.06], [-1.37, 2.70, 0.39], [-2.97, 2.21, 0.41], [-2.04, 2.04, 0.28], [-0.82, 0.61, 4.91], [0.56, 0.48, 4.37], [-0.34, 0.67, 4.07], [-2.82, 1.91, -1.81], [-2.48, 2.12, -3.32], [-2.55, 2.57, -2.47]], "lowdin_charge": [-0.052, -0.418, -0.189, -0.160, 0.190, 0.029, 0.100, 0.066, 0.058, 0.149, 0.117, 0.124, 0.127, 0.133, 0.126, 0.118, 0.152, 0.070, 0.074, 0.023, 0.038, -0.039, 0.039, 0.044, -0.061, 0.016, 0.073, -0.032, 0.014, 0.060, -0.035, 0.059, 0.045, -0.049, 0.017, 0.040, -0.067], "charge": 1, "relative_energy_kj_mol": 313.43, "multiplicity": 1, "lumo_energy_ha": -0.10243, "orbital_gap_ev": 9.77}

***

{"formula": "C4H25N2O9", "method": "ωB97M-V/def2-TZVPD", "elements": ["C", "C", "C", "N", "C", "N", "H", "H", "H", "H", "H", "H", "H", "H", "H", "O", "H", "H", "O", "H", "H", "O", "H", "H", "O", "H", "H", "O", "H", "H", "O", "H", "H", "O", "H", "H", "O", "H", "H", "O"], "coordinates": [[1.73, -0.88, 2.30], [1.00, -0.25, 1.19], [1.05, 0.98, 0.60], [0.04, 1.01, -0.33], [-0.65, -0.17, -0.25], [-0.05, -0.99, 0.63], [1.62, -1.99, 2.42], [1.44, -0.39, 3.25], [2.86, -0.67, 2.15], [1.74, 1.83, 0.79], [-0.22, 1.73, -0.96], [-1.38, -0.52, -0.91], [-0.57, -0.68, -3.35], [-1.39, 0.23, -4.04], [-2.31, -3.58, 1.97], [-1.43, -0.27, -3.20], [-4.33, -0.22, 1.64], [-3.20, 0.69, 0.83], [-3.58, 0.35, 1.61], [3.25, 1.53, -1.77], [4.68, 1.03, -2.02], [3.76, 0.85, -2.16], [-2.87, 1.75, 2.90], [-2.32, 3.02, 3.56], [-2.19, 2.43, 2.84], [2.82, -3.12, -2.98], [3.61, -1.76, -2.86], [3.56, -2.60, -3.35], [-0.23, 5.00, -0.15], [0.41, 4.91, 1.24], [0.51, 4.63, 0.32], [-0.69, -1.57, 1.13], [-1.41, -4.34, 1.14], [-1.76, -3.43, 1.22], [1.92, -4.42, -1.61], [0.89, -3.20, -1.54], [1.46, -3.73, -2.04], [-2.82, 2.42, -0.84], [-2.57, 2.44, 0.73], [-2.39, 1.96, -0.11]], "lowdin_charge": [-0.026, -0.269, 0.006, 0.132, -0.064, 0.163, 0.100, 0.092, 0.122, 0.154, 0.141, 0.121, 0.039, 0.066, 0.033, -0.055, 0.050, -0.035, -0.030, -0.001, 0.037, -0.021, 0.012, 0.037, -0.045, -0.025, 0.014, -0.087, 0.025, 0.047, -0.054, 0.131, 0.066, -0.036, 0.050, 0.014, 0.009, 0.088, 0.054, -0.056], "charge": 1, "relative_energy_kj_mol": 209.47, "multiplicity": 1, "lumo_energy_ha": -0.09574, "orbital_gap_ev": 9.88}

***

> Number 2 is which compound?

C4H25N2O9

***

Please write out number 2 again, unchanged.
{"formula": "C4H25N2O9", "method": "ωB97M-V/def2-TZVPD", "elements": ["C", "C", "C", "N", "C", "N", "H", "H", "H", "H", "H", "H", "H", "H", "H", "O", "H", "H", "O", "H", "H", "O", "H", "H", "O", "H", "H", "O", "H", "H", "O", "H", "H", "O", "H", "H", "O", "H", "H", "O"], "coordinates": [[1.73, -0.88, 2.30], [1.00, -0.25, 1.19], [1.05, 0.98, 0.60], [0.04, 1.01, -0.33], [-0.65, -0.17, -0.25], [-0.05, -0.99, 0.63], [1.62, -1.99, 2.42], [1.44, -0.39, 3.25], [2.86, -0.67, 2.15], [1.74, 1.83, 0.79], [-0.22, 1.73, -0.96], [-1.38, -0.52, -0.91], [-0.57, -0.68, -3.35], [-1.39, 0.23, -4.04], [-2.31, -3.58, 1.97], [-1.43, -0.27, -3.20], [-4.33, -0.22, 1.64], [-3.20, 0.69, 0.83], [-3.58, 0.35, 1.61], [3.25, 1.53, -1.77], [4.68, 1.03, -2.02], [3.76, 0.85, -2.16], [-2.87, 1.75, 2.90], [-2.32, 3.02, 3.56], [-2.19, 2.43, 2.84], [2.82, -3.12, -2.98], [3.61, -1.76, -2.86], [3.56, -2.60, -3.35], [-0.23, 5.00, -0.15], [0.41, 4.91, 1.24], [0.51, 4.63, 0.32], [-0.69, -1.57, 1.13], [-1.41, -4.34, 1.14], [-1.76, -3.43, 1.22], [1.92, -4.42, -1.61], [0.89, -3.20, -1.54], [1.46, -3.73, -2.04], [-2.82, 2.42, -0.84], [-2.57, 2.44, 0.73], [-2.39, 1.96, -0.11]], "lowdin_charge": [-0.026, -0.269, 0.006, 0.132, -0.064, 0.163, 0.100, 0.092, 0.122, 0.154, 0.141, 0.121, 0.039, 0.066, 0.033, -0.055, 0.050, -0.035, -0.030, -0.001, 0.037, -0.021, 0.012, 0.037, -0.045, -0.025, 0.014, -0.087, 0.025, 0.047, -0.054, 0.131, 0.066, -0.036, 0.050, 0.014, 0.009, 0.088, 0.054, -0.056], "charge": 1, "relative_energy_kj_mol": 209.47, "multiplicity": 1, "lumo_energy_ha": -0.09574, "orbital_gap_ev": 9.88}